Entry from the Open Molecules 2025 dataset: a molecular structure, C26H36N6O7PPt at a distorted geometry (ωB97M-V/def2-TZVPD).

**F_max**: 3.5 eV/Å
**Net charge**: +3
**Energy**: -2327.4089 a.u.
**Energy relative to the best compared isomer or geometry (same formula, charge and spin)**: 14.3 kcal/mol
**Frontier orbital gap**: 5.44 eV

Cartesian coordinates (Å):
Pt (-0.24, 1.27, -1.63)
C (0.83, -0.27, -4.26)
O (1.03, 0.01, -2.86)
C (2.34, -0.09, -2.37)
C (3.36, -0.67, -3.09)
C (4.63, -0.75, -2.52)
C (4.87, -0.24, -1.25)
C (3.83, 0.33, -0.54)
C (2.56, 0.39, -1.09)
N (1.45, 1.01, -0.44)
N (1.59, 1.26, 0.78)
C (0.61, 1.90, 1.50)
C (-0.61, 2.38, 0.98)
O (-0.91, 2.52, -0.31)
C (-1.62, 2.80, 1.88)
C (-1.37, 2.91, 3.21)
C (-0.11, 2.58, 3.76)
C (0.16, 2.75, 5.14)
C (1.39, 2.46, 5.65)
C (2.40, 1.97, 4.80)
C (2.16, 1.77, 3.46)
C (0.90, 2.07, 2.91)
H (1.42, 0.42, -4.86)
H (1.11, -1.30, -4.48)
H (-0.22, -0.12, -4.45)
H (3.21, -1.05, -4.09)
H (5.43, -1.19, -3.09)
H (5.86, -0.26, -0.84)
H (4.00, 0.78, 0.44)
H (-2.57, 3.11, 1.45)
H (-2.14, 3.29, 3.87)
H (-0.63, 3.14, 5.78)
H (1.60, 2.61, 6.70)
H (3.38, 1.76, 5.20)
H (2.95, 1.40, 2.82)
N (-1.40, -0.49, 0.50)
C (-2.08, -1.57, 0.34)
C (-1.60, -2.94, 0.67)
C (-1.86, -3.19, 2.18)
C (-1.67, -4.66, 2.58)
N (-0.36, -5.25, 2.29)
C (0.75, -5.08, 3.00)
N (0.76, -4.27, 4.06)
N (1.88, -5.67, 2.62)
C (-2.27, -1.81, -2.95)
O (-2.59, -2.92, -2.85)
O (-1.95, -0.69, -3.02)
H (-0.47, -0.55, 0.92)
H (-1.89, 0.38, 0.74)
H (-3.15, -1.42, 0.28)
H (-0.54, -3.07, 0.42)
H (-2.18, -3.66, 0.08)
H (-2.90, -2.95, 2.41)
H (-1.23, -2.52, 2.77)
H (-2.40, -5.26, 2.05)
H (-1.88, -4.77, 3.64)
H (-0.31, -5.90, 1.52)
H (-0.11, -3.97, 4.47)
H (1.56, -4.25, 4.67)
H (1.88, -6.36, 1.88)
H (2.70, -5.64, 3.20)
C (-3.88, 2.45, -2.23)
O (-2.96, 2.25, -3.32)
P (-1.41, 2.51, -3.17)
O (-1.35, 4.03, -2.79)
C (-0.15, 4.83, -2.70)
O (-0.88, 2.33, -4.63)
C (-1.58, 1.74, -5.76)
H (-4.88, 2.37, -2.64)
H (-3.73, 3.43, -1.78)
H (-3.73, 1.66, -1.48)
H (-0.46, 5.80, -2.33)
H (0.29, 4.94, -3.69)
H (0.56, 4.37, -2.01)
H (-2.01, 2.54, -6.35)
H (-2.37, 1.07, -5.42)
H (-0.84, 1.21, -6.34)

Atomic partial charges in e from the Mulliken method, atoms 1 to 5: Pt 1.836; C -0.898; O -0.424; C 0.931; C -0.870